1.
Here is a structure of composition C49H70InN9O7P3 from the Open Molecules 2025 dataset. Energies are from wB97M-V/def2-TZVPD.

## Properties
**Lowest unoccupied orbital energy**: 1.4 eV
**Charge**: -1
**HOMO energy**: -5.8 eV
**Maximum force**: 6.05 eV/Å

```
139
Properties=species:S:1:pos:R:3:forces:R:3
In -3.9223 -0.1529 -1.5663 0.29 0.97 0.35
P -6.4202 0.3199 -2.0483 -1.12 -1.48 -1.93
P -1.4137 -2.2095 -3.8134 3.54 -4.51 -0.75
P -3.4039 -2.1956 -2.9292 -0.55 -0.61 -0.56
O -0.6979 -3.6100 -3.4474 -2.34 5.47 -1.08
O -1.5626 -2.2924 -5.5845 1.48 2.39 1.68
O -6.8250 -0.3040 -3.4342 0.50 2.42 4.02
O 0.1092 1.0374 3.9479 -1.72 -1.00 -1.95
O -0.4077 -0.8420 -3.4378 -0.62 -2.02 -1.83
O -6.6584 2.0292 -1.8758 0.62 -1.38 1.41
O -7.4527 -0.4267 -0.8080 2.28 1.67 -0.43
N 1.6326 -0.5294 -12.8613 0.06 0.01 -0.15
N 3.0812 3.2454 4.2798 0.13 0.01 -0.02
N 9.5681 0.4308 -4.0449 0.08 -0.03 -0.10
N -9.5394 -2.1100 -1.4020 -0.64 -0.45 -0.18
N -0.0866 -2.7107 -8.1949 0.17 0.02 -0.40
N 6.8378 0.3422 0.8506 0.09 -0.01 -0.13
N -4.1080 -0.3910 8.7983 0.00 0.00 -0.02
N 3.3315 -1.4560 8.2788 0.10 -0.06 0.01
N -0.0883 0.6500 9.1860 -0.13 -0.02 0.22
C -10.7594 -3.9459 -1.1149 0.21 -0.23 0.11
C -3.6739 -2.2281 1.1074 -1.30 3.95 3.87
C -3.7871 -2.5090 2.7530 -0.72 3.47 -2.01
C 4.7045 4.4256 3.3242 -0.19 0.33 0.12
C 0.0206 -3.4212 -9.3622 -0.01 0.10 0.14
C 5.2264 -2.3777 7.5710 -0.24 -0.12 -0.28
C 0.3644 1.3440 7.1233 0.14 -0.34 -0.05
C 2.6525 0.3171 -14.6457 0.29 0.06 0.25
C -1.1899 0.4139 4.2401 -1.55 0.05 0.10
C 3.9791 2.3435 3.7709 -0.04 -0.04 -0.02
C -4.1883 -1.2868 3.8107 0.48 0.50 -3.86
C -0.1143 2.0201 9.2149 0.01 0.13 0.05
C -5.3280 -2.2269 9.0854 0.36 -0.13 0.11
C 0.7635 -0.6602 -13.9130 -0.01 0.02 0.01
C 10.2555 0.7676 -6.1319 -0.15 -0.37 -0.03
C 0.1674 2.4780 7.9471 -0.11 0.04 0.36
C -0.2716 3.1880 0.6030 -0.08 -0.38 0.27
C 9.6171 -0.1228 -5.2977 -0.01 0.02 -0.04
C -2.8548 1.6867 -2.2008 0.60 1.98 -0.85
C 7.4344 1.2800 0.0485 0.02 0.05 0.03
C 6.8959 -0.5116 -1.2010 -0.13 -0.33 0.21
C -1.4238 2.0471 -1.5003 -0.39 0.87 -0.65
C 3.8856 -2.2316 7.2938 0.00 -0.05 -0.01
C 0.1977 0.2287 7.9134 0.13 0.03 -0.17
C -10.8244 -1.7905 -1.7561 0.28 -0.13 0.12
C -4.3195 0.5717 1.6670 0.56 -4.18 2.09
C -4.4334 0.2455 3.2683 0.76 -2.92 -2.83
C 10.1754 1.6594 -4.0680 -0.01 0.05 0.00
C 0.7102 -1.5978 -8.2668 -0.11 -0.16 0.02
C -6.1730 -1.1931 8.6158 -0.05 0.37 -0.12
C 3.5179 4.5177 4.0168 0.01 -0.01 -0.04
C -1.5835 3.2560 -0.3761 0.85 0.04 -0.56
C 4.9962 3.0495 3.1681 -0.13 -0.36 0.11
C 7.4808 0.7769 -1.2324 0.17 0.31 0.21
C 1.3701 -0.1388 -15.0339 -0.33 -0.18 0.08
C -4.0577 -1.7049 9.1854 -0.02 -0.05 0.05
C 0.1370 1.3528 2.5003 0.54 1.27 -0.58
C 0.9031 -2.7576 -10.1848 -0.20 -0.31 -0.09
C 6.5110 -0.7559 0.0984 -0.03 -0.05 -0.03
C -5.3930 -0.0715 8.4442 -0.07 0.02 0.02
C 10.6092 1.8954 -5.3533 0.02 0.18 0.34
C -0.6151 2.8065 2.1644 1.69 -0.14 0.34
C 1.3400 -1.6036 -9.4914 -0.01 0.25 0.23
C -9.4891 -3.4238 -1.0149 -0.05 0.32 -0.07
C 2.7893 0.0609 -13.2998 -0.02 0.03 -0.01
C 4.3044 -1.0988 9.1757 0.02 -0.04 0.05
C -3.9581 -0.6713 0.6085 -0.03 -0.96 4.07
C -11.6044 -2.9121 -1.5845 -0.19 0.25 -0.11
C 5.4915 -1.6611 8.7624 -0.13 0.23 0.30
H 10.2454 2.2595 -3.1706 0.00 -0.08 -0.17
H 5.8561 2.6197 2.6709 -0.15 0.10 0.06
H -0.3334 0.5289 1.8157 0.77 1.26 1.52
H 0.2592 -0.8258 7.6799 -0.11 0.14 -0.05
H -4.3161 -2.1270 -4.0804 1.09 0.35 0.64
H -0.2550 0.0446 9.9793 0.06 0.25 -0.28
H -0.6984 2.5071 -2.3311 -1.38 -1.21 1.82
H -7.2360 -1.2599 8.4229 0.20 0.02 0.01
H 6.6664 0.4443 1.8425 0.04 -0.04 -0.38
H -5.6419 0.9243 8.1025 0.02 -0.19 0.05
H 1.2936 1.4443 2.2194 -2.56 -0.05 0.60
H 0.9363 -0.0931 -16.0244 0.06 -0.02 0.17
H 0.4401 2.3319 0.1780 -1.45 1.90 0.88
H 0.6017 1.3413 6.0673 -0.07 -0.04 0.17
H -8.5566 -3.8732 -0.7007 -0.16 0.07 -0.06
H -8.7514 -1.4757 -1.4238 -0.04 -0.11 0.10
H 3.6081 0.2487 -12.6181 -0.13 -0.01 -0.14
H -6.9254 -0.4032 0.0417 -0.79 -0.12 -1.16
H 0.4692 -0.9518 -3.9189 -1.42 -0.06 1.00
H 2.9479 5.3774 4.3429 0.12 -0.13 -0.09
H -2.6200 3.2132 0.1726 2.09 -0.18 -0.78
H 3.8170 1.2795 3.8795 0.01 0.17 -0.03
H 1.1998 -3.0704 -11.1775 -0.03 -0.02 0.15
H -0.9373 1.0683 -1.0790 -0.76 2.05 -0.52
H -1.5578 4.3180 -0.9132 -0.19 -2.38 0.89
H -0.3288 2.5505 10.1329 0.05 -0.07 -0.16
H 6.4456 -1.5645 9.2641 -0.17 0.00 -0.08
H -4.6970 1.1107 4.0143 0.55 -1.97 -1.51
H 0.3465 4.1863 0.5802 -1.29 -1.92 0.01
H 5.9372 -2.9392 6.9786 -0.14 0.10 0.09
H -4.2778 -1.5357 4.9618 0.20 0.61 -2.67
H -3.1252 -2.1542 9.4995 -0.18 0.04 -0.05
H -5.6149 -3.2429 9.3236 0.07 0.17 -0.05
H 3.3965 0.7818 -15.2799 -0.11 -0.08 0.12
H -0.5378 -4.3365 -9.5066 0.13 0.17 0.01
H 11.1255 2.7838 -5.6935 -0.09 -0.15 0.08
H -3.5749 2.6162 -2.0144 1.42 -1.84 -0.55
H 6.0324 -1.6142 0.5506 0.06 0.15 -0.13
H 2.2300 3.0091 4.7731 0.24 -0.01 -0.21
H 0.7620 -0.8997 -7.4420 0.07 -0.06 -0.16
H 2.0378 -0.8568 -9.8473 -0.03 -0.07 0.16
H 3.2797 -2.6133 6.4829 0.13 0.05 0.13
H 7.7728 2.2231 0.4565 -0.07 -0.15 -0.11
H -3.4234 -3.0787 0.3325 -0.56 1.94 1.78
H -4.5011 1.6858 1.2779 0.49 -2.77 0.88
H 0.2237 3.5165 7.6477 -0.02 -0.17 0.07
H -1.7565 2.7960 2.4218 2.19 -0.09 -0.62
H -0.2102 -1.1105 -13.7738 0.16 0.09 -0.04
H -0.6640 -2.9670 -7.4047 0.09 -0.05 -0.04
H 4.0690 -0.4782 10.0299 0.07 -0.10 -0.15
H -12.6673 -2.9788 -1.7774 0.15 0.01 0.02
H 10.4470 0.6202 -7.1868 -0.04 0.01 0.18
H -3.5987 -3.6136 3.0873 -0.46 2.44 -0.34
H 2.3574 -1.1883 8.3344 0.40 0.05 -0.08
H -0.0527 3.5982 2.8558 -1.43 -1.64 -1.31
H -6.2033 2.3533 -1.0198 -1.02 -0.97 -2.00
H -2.6779 1.6344 -3.3732 -0.55 0.05 2.38
H 5.2965 5.2596 2.9702 -0.12 -0.13 0.06
H -3.3200 0.2432 8.7764 -0.26 -0.22 -0.06
H 7.8921 1.2830 -2.0962 -0.17 0.04 0.17
H -1.1803 -0.1125 5.2860 0.26 0.97 -2.07
H 6.7702 -1.1888 -2.0359 -0.03 0.09 0.15
H -2.0310 1.2431 4.2933 1.65 -1.56 -0.09
H -11.0463 -4.9619 -0.8766 0.05 0.14 -0.04
H 1.4495 -0.8232 -11.9106 -0.04 0.08 -0.30
H -1.0367 -1.5245 -5.9927 -1.35 -1.34 1.01
H 9.1932 -1.0997 -5.4883 0.07 0.18 0.00
H 9.1501 -0.0001 -3.2305 0.18 0.13 -0.24
H -11.0733 -0.7947 -2.0977 0.04 -0.18 0.05
H -1.5590 -0.3423 3.3934 1.08 1.53 1.86
```
Positions in Å, forces in eV/Å.


2.
Here is an isolated molecule of C4H10N2O from the Open Molecules 2025 dataset. Energies are from wB97M-V/def2-TZVPD.

## Properties
**Energy relative to the best compared isomer or geometry (same formula, charge and spin)**: 1.4034 eV
**Lowest unoccupied orbital energy**: 0.9 eV
**Charge**: 0
**HOMO energy**: -9.0 eV
**Maximum force**: 1.06 eV/Å

```
17
Properties=species:S:1:pos:R:3:forces:R:3
O 0.6819 -2.3749 -0.2751 0.01 -0.08 0.02
N -1.3778 -1.4717 -0.2482 -0.11 -0.08 0.23
N 0.2497 1.0091 0.4761 -0.04 0.32 -0.31
C 1.2500 2.0957 0.4445 -0.17 -1.04 -0.02
C 0.6091 -0.0268 -0.4882 0.17 0.27 0.10
C -1.0622 1.6512 0.2993 0.48 -0.83 0.34
C -0.0156 -1.3816 -0.3016 -0.29 -0.44 0.10
H 1.3163 2.5110 1.4370 0.03 0.54 0.18
H 2.2139 1.6897 0.1708 0.31 -0.16 0.18
H -1.9256 -0.6540 -0.0504 0.06 -0.19 -0.06
H -1.7339 -2.3438 0.1143 0.02 0.02 -0.16
H 1.0249 2.8373 -0.3185 -0.20 0.40 -0.03
H -1.2021 2.2619 1.1865 -0.12 0.50 -0.21
H 0.4654 0.2694 -1.5318 -0.14 0.19 -0.30
H -1.0903 2.2180 -0.6396 -0.26 0.18 0.10
H 1.6643 -0.2528 -0.3637 0.07 0.18 -0.03
H -1.8906 0.9389 0.3335 0.18 0.24 -0.12
```
Positions in Å, forces in eV/Å.


3.
Here is an isolated molecule of C18H19NO2 from the Open Molecules 2025 dataset. Energies are from wB97M-V/def2-TZVPD.

## Properties
**Energy relative to the best compared isomer or geometry (same formula, charge and spin)**: 0.2087 eV
**Lowest unoccupied orbital energy**: 0.8 eV
**Charge**: 0
**HOMO energy**: -8.8 eV
**Maximum force**: 0.51 eV/Å

```
40
Properties=species:S:1:pos:R:3:forces:R:3
O -1.9700 0.8096 2.4940 -0.22 -0.01 0.35
O 0.6353 2.7388 1.0390 0.20 0.00 -0.16
N -0.8604 0.5668 0.5348 0.12 -0.06 -0.35
C -3.8490 -0.4315 -2.3794 -0.08 0.06 0.11
C -0.5871 2.6313 1.7319 -0.26 0.00 0.29
C 0.9039 -1.5252 -0.8902 -0.10 -0.29 0.02
C 0.0525 -1.6971 0.3617 0.00 0.17 -0.02
C -3.2247 -0.9655 -3.4952 0.05 -0.05 -0.12
C -1.2012 -0.8229 0.2814 0.00 -0.17 0.29
C 3.9684 1.3336 1.0229 -0.02 0.01 -0.02
C 2.7879 0.3653 2.8630 0.12 -0.03 -0.02
C 3.9403 0.4702 2.1068 0.08 -0.12 0.09
C -3.1808 -0.4090 -1.1713 -0.03 -0.03 -0.09
C -1.2195 1.2347 1.6414 0.30 0.36 -0.21
C 2.8535 2.0787 0.6985 -0.24 0.10 0.00
C -1.2571 -1.4457 -2.1788 -0.05 -0.03 0.02
C -1.8908 -0.9170 -1.0581 -0.05 -0.05 -0.06
C 1.6899 1.9703 1.4593 0.27 -0.04 -0.02
C 0.1280 -2.0267 -2.1029 0.19 0.05 0.08
C 1.6611 1.1074 2.5482 -0.27 0.21 -0.02
C -1.9416 -1.4660 -3.3899 -0.10 0.04 -0.04
H -0.2498 -2.7419 0.4537 0.00 -0.08 0.02
H 0.6214 -1.4256 1.2532 -0.08 -0.04 0.03
H 1.8364 -2.0831 -0.7885 0.03 0.09 -0.01
H -0.2438 1.0190 -0.1237 -0.03 0.07 0.13
H -3.6562 0.0041 -0.2932 -0.07 0.06 0.11
H -1.4535 -1.8813 -4.2605 0.06 -0.04 -0.10
H 2.8573 2.7565 -0.1411 0.00 0.08 -0.10
H -3.7377 -0.9902 -4.4452 -0.04 0.00 -0.08
H 1.1663 -0.4728 -1.0217 0.10 0.06 -0.01
H 0.6708 -1.7983 -3.0231 -0.04 -0.06 -0.01
H 2.7553 -0.3033 3.7106 -0.01 -0.05 0.07
H -1.2565 3.3515 1.2518 0.06 -0.10 0.11
H 4.8634 1.4258 0.4259 0.07 0.02 -0.05
H 0.0382 -3.1168 -2.0431 0.08 -0.01 -0.03
H -1.8998 -1.0962 1.0808 0.11 0.02 -0.18
H 4.8114 -0.1149 2.3591 0.07 -0.05 0.03
H 0.7739 0.9990 3.1520 -0.10 0.00 0.07
H -4.8515 -0.0375 -2.4524 -0.09 0.03 0.00
H -0.4846 2.9059 2.7885 -0.02 -0.12 -0.12
```
Positions in Å, forces in eV/Å.


4.
Here is a structure of composition C14H13NO2 from the Open Molecules 2025 dataset. Energies are from wB97M-V/def2-TZVPD.

## Properties
**Energy relative to the best compared isomer or geometry (same formula, charge and spin)**: 12.6191 eV
**Lowest unoccupied orbital energy**: 0.4 eV
**Charge**: 0
**HOMO energy**: -7.5 eV
**Maximum force**: 19.83 eV/Å

```
30
Properties=species:S:1:pos:R:3:forces:R:3
O -0.5134 0.2428 0.0706 -16.00 -5.42 -5.56
O 0.5836 -0.2927 -2.3011 -0.84 1.51 -1.25
N 0.8419 1.8416 -1.5734 -1.94 1.87 -5.11
C -1.9650 -3.0908 0.2062 -0.73 -10.55 -1.89
C -2.0692 -0.9234 1.4078 -0.95 6.54 7.63
C 1.3046 1.3751 -0.4477 2.80 1.46 7.69
C -2.7644 -1.8753 2.1451 7.15 -4.40 -12.92
C 2.3911 2.1535 0.2010 -6.05 -6.88 1.55
C 0.4663 0.9144 -2.5093 0.78 1.69 -0.50
C -1.3255 -2.1444 -0.3581 5.70 7.97 -0.05
C 2.7634 1.8582 1.4221 5.26 -4.61 7.47
C 2.2837 0.6386 2.2164 -1.75 4.07 -3.97
C -1.1057 -0.9169 0.4730 -3.63 -3.88 -2.82
C 1.1369 0.1274 1.6801 -1.75 -1.27 1.02
C -2.6032 -3.1978 1.3398 -3.20 6.43 6.78
C 0.0583 1.7459 -3.8027 2.83 0.78 0.95
C 0.5151 0.5399 0.4307 18.44 5.66 4.62
H -0.6448 -2.1137 -1.1696 0.06 -0.90 -1.20
H 0.9261 2.4575 -4.2616 -1.74 -1.89 1.45
H 3.9841 1.9894 2.0755 -3.71 0.97 -2.70
H 2.9322 2.7774 -0.2181 4.52 6.01 -4.78
H -2.1038 0.3542 2.1659 0.13 -3.51 -2.45
H -1.8406 -4.2703 -0.1601 -0.31 3.21 -0.30
H -0.0552 0.9462 -4.4252 -0.98 -1.51 -2.63
H 0.5014 -0.5418 2.3528 0.91 0.68 -1.16
H -3.2804 -1.8422 2.9009 -5.28 1.00 7.81
H 2.4765 0.5489 3.2446 0.79 -0.48 0.96
H -3.2798 -3.8513 1.8032 -0.05 -2.14 -0.30
H -0.7965 2.3828 -3.6592 -0.52 -0.16 0.09
H 0.9038 2.8426 -1.9678 0.07 -2.28 1.57
```
Positions in Å, forces in eV/Å.


5.
Here is a cluster of 2 separate species, C6H16 in total from the Open Molecules 2025 dataset. Energies are from wB97M-V/def2-TZVPD.

## Properties
**Energy relative to the best compared isomer or geometry (same formula, charge and spin)**: 2.1594 eV
**Lowest unoccupied orbital energy**: 1.1 eV
**Charge**: 0
**HOMO energy**: -10.6 eV
**Maximum force**: 4.99 eV/Å

```
22
Properties=species:S:1:pos:R:3:forces:R:3
C 1.7031 -0.1859 0.1034 1.92 -0.39 2.37
C 0.3964 -0.2551 1.0556 4.47 1.89 0.89
C -0.7475 0.4149 -2.6504 -2.79 -0.95 -1.80
C 0.4504 -1.2548 2.2420 0.07 -1.24 -1.77
C -2.0100 -0.0414 -1.8471 4.33 -0.40 2.45
C 0.2816 1.1873 1.6115 -1.98 -1.24 -0.56
H -0.9487 0.4011 -3.7999 0.41 -0.28 2.01
H -2.1134 -1.0719 -1.8319 -0.17 -2.31 -0.46
H 1.5306 -1.5787 2.5215 -2.02 0.13 -0.72
H -0.7828 1.3242 2.0142 1.73 0.20 -0.06
H 2.4255 0.6199 0.4030 -1.43 0.78 -0.75
H 2.5085 -0.8439 0.4724 -0.78 -1.39 -0.47
H -1.8821 0.1309 -0.7222 -0.38 0.56 -1.61
H -0.3046 -0.4322 0.3427 -2.67 -0.82 -1.33
H 0.1210 -0.1410 -2.4052 0.75 -0.36 0.11
H -0.3087 -2.0551 1.9251 1.72 0.29 0.85
H 0.4601 1.8393 0.7778 -0.20 0.72 -0.22
H -2.8522 0.3276 -2.2376 -3.25 1.83 -1.13
H 0.0183 -0.8110 3.1101 -0.25 0.47 0.70
H 1.1044 1.2952 2.2968 -0.09 0.39 0.73
H -0.6845 1.4199 -2.3976 0.92 1.97 0.30
H 1.6346 -0.2894 -0.9842 -0.30 0.17 0.49
```
Positions in Å, forces in eV/Å.


6.
Here is a structure of composition C3H7AgN3O7Pb2 from the Open Molecules 2025 dataset. Energies are from wB97M-V/def2-TZVPD.

## Properties
**Lowest unoccupied orbital energy (spin up / spin down)**: -16.5 / -17.2 eV
**Charge**: +4
**HOMO energy (spin up / spin down)**: -20.8 / -20.8 eV
**2S+1**: 2
**Maximum force**: 5.84 eV/Å

```
23
Properties=species:S:1:pos:R:3:forces:R:3
Pb -0.1461 -23.8066 12.3684 0.17 0.94 -0.74
Pb 4.1729 -26.5035 10.0369 2.67 1.08 0.04
Ag 1.2412 -20.3069 10.1750 0.40 0.47 -0.22
O -0.9964 -21.6870 10.9222 1.53 -3.90 0.53
O -2.7760 -20.8438 10.2793 -2.00 0.31 -0.68
O 1.6073 -22.8212 10.7348 -2.62 -0.73 1.87
O 6.5366 -25.2695 10.4725 -1.99 -5.19 -1.02
O 3.1798 -21.7699 9.8289 0.45 1.81 -0.29
O 3.4974 -23.7399 10.3771 2.43 -5.26 0.75
O -1.1671 -19.6412 10.9573 -0.44 1.97 -0.41
N 2.8188 -22.7918 10.3410 -1.84 2.99 -1.33
N -1.6650 -20.6984 10.7154 0.62 1.24 0.80
N 6.2911 -23.1634 10.6469 1.85 -0.62 0.57
C 7.0670 -24.2402 10.8848 -0.96 3.31 0.02
C 8.3847 -24.1528 11.5640 0.09 0.41 -1.00
C 6.4032 -21.9496 11.4167 -1.18 0.14 0.78
H 5.9551 -21.1174 10.8737 0.57 0.11 0.02
H 7.3852 -21.7623 11.8511 0.04 0.12 -0.73
H 8.2390 -23.9735 12.6293 0.15 -0.59 0.14
H 5.3851 -23.4987 10.3520 0.27 0.90 -0.13
H 8.8758 -23.2498 11.2012 0.07 0.08 -0.09
H 5.7787 -22.1546 12.2863 -0.19 0.54 0.42
H 9.0112 -24.9851 11.2435 -0.11 -0.15 0.68
```
Positions in Å, forces in eV/Å.


Number 1: total energy -112723.0350 eV. Number 2: total energy -9337.5840 eV. Number 3: total energy -24560.3510 eV. Number 4: total energy -20302.6726 eV. Number 5: total energy -6479.4984 eV. Number 6: total energy -36464.5027 eV.